Entry 1:
{
  "formula": "CH3INP",
  "method": "wB97M-V/def2-TZVPD",
  "symbols": ["C", "N", "P", "I", "H", "H", "H"],
  "positions_angstrom": [[0.92294, -0.32613, -0.39358], [0.27479, 0.78612, -0.42604], [0.16874, 2.23334, 0.10986], [2.99499, -0.08395, 0.02869], [0.27945, -0.94663, 1.45460], [0.76364, -1.09465, -1.13237], [-0.98209, 2.69838, -0.73924]],
  "forces_ev_per_a": [[0.7, 0.4, 1.2], [-1.5, -1.0, -1.1], [-0.8, 1.8, 0.1], [0.6, -0.3, 0.1], [0.4, 0.1, -1.3], [-0.3, -0.5, 0.3], [0.9, -0.3, 0.6]],
  "lowdin_charge": [-0.8334, -0.5919, 0.7557, 0.6251, 0.1551, 0.0169, -0.1275],
  "charge": 0,
  "total_energy_ha": -733.51693,
  "orbital_gap_ev": [7.19, 7.25],
  "fmax_ev_per_a": 2.10
}


Entry 2:
{
  "formula": "C2H2ClP",
  "method": "wB97M-V/def2-TZVPD",
  "symbols": ["Cl", "C", "C", "P", "H", "H"],
  "positions_angstrom": [[-0.14340, 0.44653, -1.89353], [0.11976, -0.37964, -0.29515], [-0.54508, 0.08803, 0.87665], [1.56765, 0.36067, 0.75825], [0.17999, -1.44507, -0.49616], [-1.17892, 0.92947, 1.04995]],
  "forces_ev_per_a": [[-0.1, -0.1, 0.3], [0.4, -0.1, -0.4], [4.5, 0.7, -0.3], [-4.3, -0.7, 0.2], [0.0, 0.1, 0.1], [-0.5, 0.2, 0.2]],
  "lowdin_charge": [0.4525, -1.1342, -0.1911, 0.8216, 0.0368, 0.0145],
  "charge": 0,
  "total_energy_ha": -878.79291,
  "orbital_gap_ev": [7.61, 7.60],
  "fmax_ev_per_a": 4.55
}


Entry 3:
{
  "formula": "C4H4BrClO2S",
  "method": "wB97M-V/def2-TZVPD",
  "symbols": ["C", "C", "C", "C", "O", "O", "S", "Cl", "Br", "H", "H", "H", "H"],
  "positions_angstrom": [[-0.04178, 1.18727, 1.74735], [-1.67541, -0.14561, 0.27535], [0.69377, -0.68495, -0.42724], [-0.72668, -0.69216, -0.75379], [1.05662, 2.03812, -0.73127], [2.44903, 0.81982, 0.85768], [1.17257, 1.00868, 0.25912], [-1.40638, 0.88370, -1.27098], [-3.41142, -0.79789, 0.28610], [0.15609, 0.11104, 2.28284], [0.97957, -1.45009, 0.29632], [1.56461, -0.79497, -1.20549], [-0.81059, -1.48295, -1.61601]],
  "forces_ev_per_a": [[0.3, -2.6, -0.9], [2.0, -0.2, 0.5], [3.8, 1.9, -0.3], [-0.2, -2.3, -1.8], [-0.3, -0.2, -0.2], [1.4, -0.2, 0.7], [-1.7, -1.2, 2.0], [-0.6, 1.2, -1.6], [-0.6, -0.4, 0.2], [-0.2, 2.2, -1.3], [-0.4, 0.3, 0.4], [-2.2, 0.1, 0.5], [-1.2, 1.3, 1.8]],
  "lowdin_charge": [0.0334, -0.9142, -0.2754, -0.6703, -0.3779, -0.3455, 0.4813, 0.9140, 0.7172, 0.0134, 0.1105, 0.1487, 0.1649],
  "charge": 0,
  "total_energy_ha": -3737.35884,
  "orbital_gap_ev": 8.44,
  "fmax_ev_per_a": 4.22
}


Entry 4:
{
  "formula": "C19H23NO2",
  "method": "wB97M-V/def2-TZVPD",
  "symbols": ["C", "O", "C", "C", "C", "C", "C", "C", "C", "C", "O", "N", "C", "C", "C", "C", "C", "C", "C", "C", "C", "C", "H", "H", "H", "H", "H", "H", "H", "H", "H", "H", "H", "H", "H", "H", "H", "H", "H", "H", "H", "H", "H", "H", "H"],
  "positions_angstrom": [[-6.47667, -3.09755, 0.21540], [-6.08715, -2.18702, -0.78220], [-5.25389, -1.16305, -0.43972], [-4.74109, -0.94120, 0.83212], [-3.90337, 0.13883, 1.05862], [-3.56188, 1.01655, 0.04257], [-2.62362, 2.16312, 0.28951], [-1.18399, 1.76574, -0.05700], [-0.20617, 2.91802, 0.18910], [1.20208, 2.49871, -0.19655], [1.72278, 2.79687, -1.24921], [1.82492, 1.75286, 0.74757], [3.11607, 1.14629, 0.53132], [3.00428, -0.35615, 0.22717], [4.36538, -0.92884, -0.04354], [5.08844, -1.55584, 0.96214], [6.35807, -2.04846, 0.71538], [6.92154, -1.91538, -0.54159], [6.20927, -1.28808, -1.55006], [4.94050, -0.79726, -1.30153], [-4.07768, 0.78335, -1.22847], [-4.91098, -0.28654, -1.47023], [-7.13294, -3.81296, -0.27785], [-5.61575, -3.62830, 0.63552], [-7.02605, -2.60079, 1.02211], [-4.98474, -1.59632, 1.65397], [-3.51568, 0.29852, 2.05521], [-2.91373, 3.01869, -0.32332], [-2.67110, 2.46379, 1.33859], [-0.89947, 0.89728, 0.54320], [-1.13453, 1.47165, -1.10709], [-0.23528, 3.21845, 1.23860], [-0.48655, 3.77134, -0.42905], [1.31410, 1.47553, 1.57046], [3.56434, 1.66150, -0.32094], [3.74468, 1.30169, 1.41373], [2.36108, -0.48425, -0.64572], [2.54234, -0.86463, 1.07707], [4.65282, -1.66430, 1.94578], [6.90839, -2.53721, 1.50628], [7.91204, -2.29991, -0.73513], [6.64415, -1.18175, -2.53308], [4.38610, -0.30809, -2.08930], [-3.82485, 1.45390, -2.03685], [-5.31618, -0.46880, -2.45300]],
  "forces_ev_per_a": [[-0.1, -0.1, 0.2], [0.1, 0.3, -0.2], [0.1, 0.1, -0.1], [-0.2, -0.3, 0.0], [0.1, 0.2, -0.2], [0.0, 0.1, 0.2], [0.2, -0.3, -0.1], [-0.1, 0.3, 0.2], [0.1, -0.2, -0.3], [-0.4, 0.3, 0.4], [0.1, 0.1, -0.5], [0.2, -0.2, 0.4], [0.0, -0.2, -0.1], [0.1, 0.3, 0.0], [-0.1, -0.1, 0.0], [0.0, 0.0, 0.0], [0.1, 0.0, 0.1], [0.1, 0.0, 0.0], [0.1, 0.0, -0.1], [0.0, 0.0, 0.0], [-0.1, -0.1, 0.1], [-0.1, -0.2, 0.0], [0.0, 0.0, 0.1], [0.0, 0.0, 0.0], [0.0, 0.0, 0.0], [0.0, -0.1, 0.0], [0.0, 0.0, 0.1], [0.0, 0.1, 0.1], [0.0, 0.1, 0.0], [0.0, -0.1, 0.0], [0.0, -0.1, 0.0], [0.0, 0.0, 0.0], [0.1, 0.0, 0.0], [0.0, 0.1, -0.1], [0.0, 0.0, 0.2], [0.0, 0.0, -0.1], [-0.1, 0.0, 0.0], [0.0, 0.0, 0.0], [-0.1, 0.0, 0.1], [0.0, 0.0, 0.1], [0.1, 0.0, 0.0], [0.0, 0.0, -0.1], [-0.1, 0.1, -0.1], [0.0, 0.1, -0.1], [-0.1, 0.0, -0.1]],
  "lowdin_charge": [-0.0947, -0.0873, -0.2800, -0.0216, -0.0393, -0.2533, -0.1669, -0.1882, -0.1173, -0.5140, 0.0624, 0.0535, -0.1704, -0.1379, -0.2480, -0.0490, -0.0888, -0.0973, -0.0841, -0.0424, -0.0352, -0.0002, 0.0921, 0.0946, 0.0948, 0.1008, 0.1132, 0.1192, 0.1162, 0.1156, 0.1260, 0.1182, 0.1237, 0.1388, 0.1225, 0.1274, 0.1219, 0.1129, 0.1094, 0.1004, 0.0992, 0.1018, 0.1171, 0.1167, 0.1174],
  "charge": 0,
  "total_energy_ha": -943.05845,
  "orbital_gap_ev": 9.05,
  "fmax_ev_per_a": 0.65
}


Entry 5:
{
  "formula": "CH4N2O2",
  "method": "wB97M-V/def2-TZVPD",
  "symbols": ["C", "N", "N", "O", "O", "H", "H", "H", "H"],
  "positions_angstrom": [[0.59666, -0.47627, 0.06398], [-0.24281, 0.51530, 0.65426], [1.96117, 0.05774, 0.03460], [2.12211, 1.23567, 0.14439], [2.78225, -0.77515, -0.14008], [0.42580, -1.49101, 0.62466], [0.26202, -0.53770, -1.38055], [-1.15347, 0.60583, 0.23325], [0.21030, 1.38182, 0.93595]],
  "forces_ev_per_a": [[-3.8, 0.0, -2.5], [-0.4, -0.3, 0.5], [-1.2, -0.9, 0.1], [0.6, 1.4, 0.1], [2.4, -1.4, -0.3], [1.2, 1.7, -1.7], [1.2, -0.3, 4.3], [0.2, 0.2, 0.1], [-0.3, -0.4, -0.5]],
  "lowdin_charge": [-0.2024, -0.0168, -0.4747, 0.0794, 0.0883, 0.1487, 0.2273, 0.0734, 0.0768],
  "charge": 0,
  "total_energy_ha": -300.32971,
  "orbital_gap_ev": 9.52,
  "fmax_ev_per_a": 4.54
}


Entry 6:
{
  "formula": "C7H17N2O2P",
  "method": "wB97M-V/def2-TZVPD",
  "symbols": ["C", "C", "C", "C", "C", "C", "C", "N", "N", "O", "O", "P", "H", "H", "H", "H", "H", "H", "H", "H", "H", "H", "H", "H", "H", "H", "H", "H", "H"],
  "positions_angstrom": [[2.69892, -2.11429, 0.81426], [0.07650, 1.73939, 1.35588], [0.40865, 2.11318, -1.19463], [-1.88005, 2.14442, -0.08495], [-2.11699, -2.51899, -0.55490], [2.61806, -1.18523, -0.39075], [-0.51798, 1.49852, -0.10648], [-0.70265, 0.03179, -0.30057], [0.26910, -0.72650, -0.34485], [-2.98470, -0.84124, 1.36372], [1.50466, -0.19897, -0.15462], [-2.71109, -0.81813, -0.05999], [3.05749, -1.59230, 1.69900], [1.56627, -2.52914, 0.97054], [3.31159, -2.92886, 0.54884], [-0.63468, 1.43723, 2.15902], [0.97967, 1.04700, 1.40036], [0.37975, 2.83868, 1.28600], [1.39796, 2.27425, -0.77570], [-0.00723, 3.07804, -1.48190], [0.35950, 1.40789, -1.90676], [-1.70072, 3.15179, 0.25643], [-2.28771, 2.22990, -1.12953], [-2.51830, 1.39156, 0.47439], [-1.50941, -2.85176, 0.23879], [-3.08195, -3.15328, -0.61995], [-1.75280, -2.59094, -1.67733], [2.33914, -1.88970, -1.31530], [3.43896, -0.44433, -0.46903]],
  "forces_ev_per_a": [[-3.3, 0.5, -0.1], [1.1, -0.6, -1.5], [-0.7, 1.7, 3.6], [-0.7, -1.5, -1.6], [-2.1, -0.1, -2.9], [-1.9, -0.7, -0.6], [0.6, 0.7, 1.8], [1.8, 0.3, 0.2], [-0.4, -1.2, 0.0], [0.1, -0.1, 2.8], [0.3, 0.0, -0.8], [-0.9, -0.5, -3.8], [-0.1, -0.2, 0.1], [2.9, 0.9, -0.1], [0.8, -1.1, 0.0], [0.4, 0.7, -0.6], [-1.0, 1.5, 0.5], [-0.4, -1.5, 0.9], [0.2, -0.2, -0.4], [0.0, -0.1, -0.3], [0.5, -1.9, -3.3], [-0.6, 0.2, 0.7], [0.2, -0.2, 0.9], [0.2, 2.1, -0.1], [1.1, -0.9, 0.5], [1.3, 1.0, 0.5], [-0.1, 0.3, 2.5], [0.9, 2.2, 1.6], [-0.2, -1.0, -0.5]],
  "lowdin_charge": [-0.0927, -0.0229, -0.0146, -0.1052, -0.3369, -0.1762, -0.5825, -0.0551, 0.0497, -0.4818, -0.1848, 0.6909, 0.0713, 0.1304, 0.0470, 0.0927, 0.0780, 0.1064, 0.0807, 0.0905, 0.0378, 0.0816, 0.0978, 0.0263, -0.0201, 0.0480, 0.0628, 0.1572, 0.1239],
  "charge": 0,
  "total_energy_ha": -878.10726,
  "orbital_gap_ev": 7.88,
  "fmax_ev_per_a": 4.02
}


Entry 7:
{
  "formula": "C31H56N3O3P2Pt",
  "method": "wB97M-V/def2-TZVPD",
  "symbols": ["C", "C", "C", "C", "C", "H", "H", "H", "N", "P", "P", "C", "H", "H", "C", "H", "C", "C", "C", "C", "C", "H", "H", "H", "C", "H", "H", "H", "C", "H", "H", "H", "C", "H", "H", "H", "C", "H", "H", "H", "C", "H", "H", "H", "C", "H", "H", "H", "C", "H", "H", "H", "C", "H", "H", "H", "C", "H", "H", "H", "C", "H", "H", "H", "C", "H", "H", "H", "Pt", "C", "O", "N", "C", "C", "C", "C", "C", "H", "H", "H", "H", "H", "H", "H", "H", "H", "N", "C", "C", "O", "O", "H", "H", "H", "H", "H"],
  "positions_angstrom": [[-2.36062, 1.20579, -2.17430], [-2.36809, -1.12039, -1.72938], [-3.40088, 1.07041, -3.09886], [-3.53728, -1.26541, -2.52605], [-4.03825, -0.16556, -3.20965], [-3.69868, 1.94226, -3.67349], [-3.97739, -2.25799, -2.61036], [-4.91535, -0.26726, -3.84061], [-1.95770, 0.16220, -1.44864], [-0.63584, 2.65267, -0.45666], [-0.11210, -2.25382, -0.29695], [-1.57198, 2.50408, -2.05409], [-0.83978, 2.54433, -2.87089], [-2.23470, 3.36434, -2.19896], [-1.54469, -2.19356, -1.32292], [-1.94946, -3.17478, -1.55665], [0.68224, -3.59580, -1.60397], [-0.23095, -3.31407, 1.36892], [0.98250, 3.60029, -0.75009], [-1.91165, 3.65414, 0.49720], [2.16354, -3.26316, -1.46740], [2.57138, -3.53719, -0.48658], [2.74053, -3.79337, -2.24027], [2.31572, -2.18616, -1.59458], [0.43900, -5.09531, -1.36756], [0.78686, -5.48242, -0.40552], [-0.61425, -5.37449, -1.50644], [1.00592, -5.63901, -2.14339], [0.16752, -3.33991, -3.01886], [0.80462, -3.87403, -3.73434], [-0.85276, -3.70342, -3.17449], [0.18109, -2.27895, -3.27254], [1.15875, -3.89293, 1.66875], [1.86797, -3.06869, 1.82202], [1.09773, -4.46914, 2.60296], [1.55083, -4.55564, 0.89801], [-0.55406, -2.45130, 2.58716], [0.23759, -1.70792, 2.73916], [-1.53626, -1.97682, 2.53280], [-0.55311, -3.10917, 3.47300], [-1.33779, -4.35995, 1.24058], [-1.14729, -5.10970, 0.47117], [-1.41979, -4.88851, 2.20145], [-2.30306, -3.88330, 1.03176], [-1.43470, 3.87980, 1.93802], [-2.13735, 4.58167, 2.41491], [-1.43714, 2.95266, 2.51941], [-0.43133, 4.32208, 1.98808], [-3.22805, 2.85813, 0.53387], [-3.64016, 2.68696, -0.46848], [-3.11129, 1.89201, 1.03729], [-3.96712, 3.44847, 1.09750], [-2.20636, 5.02357, -0.15003], [-3.14553, 5.39720, 0.28600], [-1.43254, 5.76573, 0.07090], [-2.34989, 4.98554, -1.23566], [1.38390, 3.46622, -2.22049], [0.74878, 4.06137, -2.88961], [2.41500, 3.83465, -2.34361], [1.35434, 2.41777, -2.53138], [2.05384, 2.91010, 0.11135], [2.09468, 1.82911, -0.08718], [3.04533, 3.33169, -0.11832], [1.86935, 3.03856, 1.18453], [0.95581, 5.10085, -0.41874], [0.25315, 5.65087, -1.05947], [0.73948, 5.31243, 0.63716], [1.95982, 5.50898, -0.62986], [-0.32090, 0.33439, -0.02811], [-0.99778, 0.45584, 1.66440], [-1.45948, 0.55081, 2.73499], [0.63683, 0.15621, -1.79087], [1.19435, -0.48384, -2.61682], [2.38875, -0.36645, -3.63673], [2.17888, -1.42259, -4.70212], [2.36012, 0.98451, -4.35051], [3.73217, -0.58090, -2.92816], [2.22534, -2.43127, -4.28098], [1.19918, -1.26968, -5.17205], [2.95534, -1.33531, -5.46983], [2.73725, 1.79799, -3.72273], [2.98715, 0.97143, -5.25205], [1.33252, 1.19736, -4.67215], [4.57474, -0.34030, -3.58910], [3.83053, 0.04390, -2.03059], [3.85104, -1.62984, -2.63899], [2.48244, 1.34875, 4.83340], [1.88093, 0.14054, 4.23298], [2.39870, 0.18393, 2.77338], [3.05416, 1.22702, 2.47482], [2.11014, -0.78309, 2.02544], [3.09580, 1.73686, 4.04936], [2.99504, 1.12085, 5.68553], [1.74942, 2.01368, 5.07703], [2.21759, -0.75742, 4.74802], [0.79266, 0.20457, 4.25421]],
  "forces_ev_per_a": [[0.2, -0.5, 0.2], [-0.3, 1.0, -0.3], [0.0, 0.1, 0.2], [0.4, -0.2, 0.0], [0.0, -0.1, 0.2], [-0.1, -0.2, 0.0], [0.0, 0.3, -0.2], [0.1, 0.0, 0.0], [-0.6, -0.4, -1.8], [-0.3, 0.8, -0.2], [1.6, -0.9, 0.5], [0.0, 0.1, -0.1], [-0.2, -0.2, 0.1], [0.1, -0.2, -0.1], [-2.6, -0.7, 1.0], [-0.2, 0.1, -0.2], [-0.1, -0.1, 0.9], [-0.7, 0.1, -0.5], [0.0, 0.4, 0.0], [0.2, 0.2, 0.0], [0.2, -0.1, -0.4], [-0.1, 0.1, -0.3], [0.0, 0.1, 0.1], [0.1, -0.3, 0.2], [0.1, -0.2, -0.1], [-0.2, 0.1, -0.3], [0.2, 0.1, 0.1], [-0.1, 0.1, 0.1], [0.1, 0.1, -0.1], [-0.1, 0.0, 0.1], [0.2, 0.0, 0.0], [-0.1, -0.2, -0.2], [0.2, 0.0, -0.2], [-0.1, -0.2, 0.0], [-0.1, 0.1, -0.2], [-0.1, 0.1, 0.3], [0.0, 0.3, 0.1], [-0.3, -0.1, -0.1], [0.1, -0.1, 0.0], [-0.1, 0.1, -0.3], [0.1, -0.3, 0.1], [-0.1, 0.2, 0.2], [-0.1, 0.0, -0.2], [0.1, -0.1, 0.1], [-0.1, 0.2, 0.2], [0.2, -0.2, 0.0], [0.0, 0.2, -0.1], [-0.3, -0.1, 0.0], [0.0, -0.1, 0.0], [0.0, 0.1, 0.2], [-0.1, 0.1, -0.1], [0.2, -0.2, -0.1], [-0.1, 0.2, 0.2], [0.2, 0.0, -0.1], [-0.3, -0.2, -0.1], [0.0, 0.0, 0.2], [0.0, -0.1, -0.1], [0.1, -0.1, 0.1], [-0.3, -0.1, 0.1], [0.0, 0.3, 0.1], [0.0, -0.1, -0.1], [0.0, 0.3, 0.2], [-0.3, 0.0, 0.1], [0.0, -0.1, -0.2], [0.2, 0.2, -0.1], [0.2, -0.2, 0.2], [0.0, -0.1, -0.3], [-0.3, -0.2, 0.1], [-1.2, 1.1, 1.9], [0.2, -0.8, 3.6], [0.5, 0.2, -2.2], [2.9, -3.0, -3.4], [0.8, 4.4, 1.2], [-0.1, -1.0, -0.3], [0.0, -0.5, -0.4], [-0.4, 0.6, 0.2], [0.1, -0.1, 0.5], [0.0, 0.2, -0.2], [0.2, -0.2, -0.1], [-0.1, 0.0, 0.1], [-0.2, -0.2, -0.1], [-0.1, -0.3, 0.3], [0.2, 0.2, 0.0], [-0.4, 0.1, -0.1], [-0.1, -0.1, -0.2], [0.1, 0.3, 0.0], [-0.4, 0.3, 1.5], [0.1, -0.2, -0.7], [0.0, -1.2, -2.3], [-0.2, -0.3, 0.8], [0.5, 1.3, 1.5], [-0.2, -0.2, -0.6], [0.1, 0.2, -0.2], [0.3, 0.1, 0.0], [0.0, 0.1, -0.1], [0.1, -0.1, 0.0]],
  "lowdin_spin": [0.0011, 0.0276, 0.1341, 0.1235, -0.0032, 0.0074, 0.0050, -0.0030, 0.1135, 0.0947, 0.2157, 0.0063, -0.0016, 0.0018, 0.4275, 0.0138, 0.1089, 0.0469, 0.0185, 0.0114, 0.0128, 0.0005, 0.0021, 0.0034, 0.0178, 0.0005, 0.0006, 0.0068, 0.0188, 0.0031, 0.0026, 0.0034, 0.0051, 0.0010, 0.0017, 0.0001, 0.0085, 0.0016, 0.0024, 0.0024, 0.0086, 0.0001, 0.0015, 0.0027, 0.0012, -0.0001, 0.0003, 0.0001, -0.0002, 0.0001, 0.0002, -0.0002, 0.0065, 0.0013, 0.0001, 0.0004, 0.0016, 0.0000, 0.0004, 0.0001, 0.0007, -0.0010, -0.0001, -0.0001, 0.0050, 0.0001, 0.0001, 0.0013, 0.4089, 0.0494, 0.0161, 0.0524, -0.0073, 0.0001, 0.0003, -0.0007, -0.0002, 0.0002, 0.0000, 0.0002, 0.0000, -0.0001, 0.0000, 0.0000, 0.0000, 0.0000, 0.0000, 0.0002, 0.0010, -0.0001, 0.0038, 0.0000, 0.0000, 0.0000, 0.0000, 0.0002],
  "multiplicity": 3,
  "charge": 1,
  "total_energy_ha": -2406.51545,
  "orbital_gap_ev": [5.36, 5.54],
  "fmax_ev_per_a": 5.34
}